No. 1
Computed, not measured: an isolated ion of composition C5H15N2 and charge +1 at a distorted geometry, with wB97M-V/def2-TZVPD.

Computed properties:
Structure (SMILES): CC[NH2+]CCNC
2S+1: 1
Total charge: +1
Gap between HOMO and LUMO: 10.85 eV
ΔE to the lowest compared entry with this formula, charge and spin: 17.88 kcal per mole
Maximum force: 1.1 eV/A

The geometry in XYZ format:
```
22
C5H15N2 wB97M-V/def2-TZVPD
C -0.49 -1.01 -3.05
C -0.49 -0.03 -1.89
N 0.16 -0.59 -0.66
C -0.71 -0.76 0.52
C -0.69 0.56 1.31
N 0.65 1.13 1.31
C 1.51 0.82 2.44
H -1.33 -1.70 -3.08
H -0.62 -0.45 -3.98
H 0.45 -1.54 -3.08
H 0.04 0.86 -2.20
H -1.50 0.29 -1.62
H 0.71 -1.40 -0.92
H 0.84 0.12 -0.28
H -1.74 -0.95 0.23
H -0.44 -1.65 1.09
H -1.37 1.24 0.84
H -1.09 0.29 2.29
H 0.60 2.12 1.11
H 1.76 1.69 3.05
H 2.48 0.44 2.12
H 1.09 0.08 3.11
```

Atomic partial charges in e from the Löwdin method, atoms 1 to 6: C -0.0551; C -0.1684; N 0.0221; C -0.1196; C -0.1859; N -0.1301


No. 2
Computed, not measured: CH3F3NS as an isolated structure at a distorted geometry, with wB97M-V/def2-TZVPD.

Computed properties:
2S+1: 1
Total charge: +1
Gap between HOMO and LUMO: 12.10 eV
ΔE to the lowest compared entry with this formula, charge and spin: 44.08 kcal per mole
Maximum force: 6.6 eV/A

The geometry in XYZ format:
```
9
CH3F3NS wB97M-V/def2-TZVPD
C -0.06 -0.14 -0.15
N -1.67 -1.17 0.14
F -2.97 0.89 1.16
F -2.81 0.84 -1.19
F -4.11 -0.69 -0.02
S -2.66 -0.11 0.03
H -0.38 0.63 -0.78
H 0.64 -0.78 -0.49
H -0.06 0.21 0.95
```

Atomic partial charges in e from the Löwdin method, atoms 1 to 6: C 0.2046; N -0.0953; F -0.0447; F -0.0540; F -0.0553; S 0.8457


No. 3
Computed, not measured: C52H66GaN7P as an isolated structure at a distorted geometry, with wB97M-V/def2-TZVPD.

Computed properties:
2S+1: 1
Total charge: -1
Gap between HOMO and LUMO: 6.96 eV
Maximum force: 2.4 eV/A

The geometry in XYZ format:
```
127
C52H66GaN7P wB97M-V/def2-TZVPD
Ga -0.15 0.72 0.40
C -0.94 0.67 4.71
C 0.35 0.57 5.21
C 1.42 0.54 4.34
C 1.20 0.63 2.96
C -0.09 0.77 2.44
C -1.15 0.77 3.35
C 2.31 0.70 2.02
C 3.60 0.21 2.36
C 4.65 0.41 1.52
C 4.46 1.20 0.37
C 5.52 1.56 -0.49
C 5.30 2.39 -1.56
C 4.02 2.92 -1.77
C 2.96 2.55 -0.99
C 3.14 1.65 0.09
N 2.09 1.31 0.86
H -1.77 0.68 5.40
H 0.53 0.52 6.27
H 2.42 0.47 4.74
H -2.16 0.86 2.98
H 3.72 -0.33 3.28
H 5.62 -0.01 1.73
H 6.50 1.17 -0.27
H 6.12 2.65 -2.22
H 3.88 3.62 -2.58
H 1.99 2.99 -1.14
C -2.79 2.14 -4.30
C -2.58 1.04 -3.25
C -3.88 0.25 -3.08
C -1.40 0.17 -3.63
C -1.52 -0.62 -4.77
C -0.46 -1.34 -5.26
C 0.78 -1.23 -4.65
C 0.95 -0.44 -3.53
C 2.34 -0.11 -3.01
C 2.67 -0.87 -1.73
C 3.45 -0.37 -4.04
C -0.17 0.19 -2.95
N -0.03 0.99 -1.79
C -0.16 2.26 -2.06
C -0.25 3.30 -1.15
C -0.33 4.66 -1.51
C -0.38 5.35 -0.33
C -0.33 4.39 0.71
N -0.24 3.15 0.22
C -0.31 4.85 2.15
C -1.49 5.82 2.39
C 1.01 5.59 2.39
C -0.43 3.72 3.16
H -3.62 2.78 -4.01
H -3.02 1.71 -5.27
H -1.90 2.76 -4.42
H -2.37 1.53 -2.29
H -4.21 -0.20 -4.02
H -4.67 0.91 -2.74
H -3.76 -0.54 -2.34
H -2.46 -0.63 -5.31
H -0.56 -1.93 -6.16
H 1.62 -1.74 -5.10
H 2.33 0.96 -2.78
H 2.77 -1.93 -1.94
H 3.61 -0.53 -1.32
H 1.88 -0.72 -1.00
H 3.62 -1.44 -4.16
H 4.37 0.07 -3.68
H 3.20 0.06 -5.01
H -0.19 2.56 -3.11
H -0.36 5.03 -2.52
H -0.45 6.42 -0.22
H -1.41 6.71 1.78
H -1.50 6.14 3.44
H -2.43 5.33 2.17
H 1.11 6.44 1.72
H 1.85 4.92 2.22
H 1.07 5.96 3.42
H -1.35 3.17 2.99
H -0.44 4.10 4.18
H 0.42 3.04 3.05
C -0.02 -3.62 -1.92
C -1.14 -3.50 -0.88
C -2.08 -2.42 -1.40
C -1.90 -4.82 -0.81
P -0.32 -2.74 0.72
N 0.11 -1.28 0.48
C -1.60 -3.11 2.17
C -1.10 -2.37 3.41
C -1.90 -4.56 2.57
C -2.90 -2.45 1.74
C 1.22 -3.84 1.20
C 1.60 -3.57 2.66
C 2.41 -3.36 0.37
C 1.06 -5.35 1.00
H -0.44 -3.71 -2.92
H 0.61 -4.50 -1.75
H 0.59 -2.72 -1.89
H -2.20 -2.50 -2.48
H -1.66 -1.44 -1.18
H -3.07 -2.48 -0.95
H -2.23 -5.10 -1.81
H -2.79 -4.72 -0.19
H -1.28 -5.63 -0.43
H -0.61 -3.02 4.13
H -1.92 -1.88 3.93
H -0.40 -1.60 3.11
H -1.04 -5.03 3.04
H -2.21 -5.16 1.72
H -2.71 -4.57 3.30
H -2.68 -1.45 1.35
H -3.58 -2.35 2.58
H -3.42 -3.02 0.98
H 1.59 -2.51 2.86
H 2.62 -3.94 2.84
H 0.95 -4.09 3.35
H 2.48 -2.28 0.46
H 2.31 -3.64 -0.67
H 3.33 -3.80 0.75
H 0.18 -5.73 1.49
H 1.93 -5.86 1.42
H 1.02 -5.60 -0.06
N -2.10 0.95 0.13
C -3.24 1.10 0.34
C -4.56 1.31 0.57
C -5.55 0.66 -0.16
N -6.40 0.15 -0.76
C -4.92 2.19 1.58
N -5.22 2.92 2.42
```

Atomic partial charges in e from the Löwdin method, atoms 1 to 6: Ga 0.3797; C -0.0958; C -0.0889; C -0.0415; C -0.2283; C -0.1624


No. 4
Computed, not measured: a 3-piece molecular cluster, C14H34B2BrN4O8 overall at a distorted geometry, with wB97M-V/def2-TZVPD.

Computed properties:
2S+1: 1
Total charge: +1
Gap between HOMO and LUMO: 7.04 eV
ΔE to the lowest compared entry with this formula, charge and spin: 18.17 kcal per mole
Maximum force: 2.8 eV/A

The geometry in XYZ format:
```
63
C14H34B2BrN4O8 wB97M-V/def2-TZVPD
C -1.96 -2.50 2.37
C -0.49 -2.42 2.91
B 0.53 -2.69 1.74
O 0.18 -3.53 0.74
N 1.88 -1.97 1.77
N 2.77 -2.31 2.62
N 3.83 -1.53 2.40
C 3.54 -0.72 1.37
C 4.48 0.29 0.76
C 5.67 0.63 1.71
C 5.18 1.07 3.12
Br 6.53 2.22 0.89
N 2.27 -0.98 0.97
O 1.52 -0.47 -0.02
B 1.20 0.94 0.18
O 1.82 1.80 -0.66
O 0.38 1.43 1.15
H -2.67 -2.32 3.19
H -2.11 -3.51 1.94
H -2.18 -1.74 1.60
H -0.25 -1.41 3.32
H -0.39 -3.14 3.75
H 0.97 -3.89 0.30
H 4.80 0.04 -0.26
H 3.91 1.24 0.65
H 6.35 -0.23 1.73
H 4.09 1.20 3.17
H 5.67 2.00 3.45
H 5.43 0.28 3.86
H 1.19 2.51 -0.89
H -0.03 0.74 1.70
C -0.74 -3.53 -4.86
O -0.41 -4.00 -3.56
C -0.79 -3.10 -2.53
C -2.07 -3.55 -1.84
O -3.18 -3.47 -2.71
C -3.57 -4.74 -3.22
H -0.60 -4.35 -5.56
H -1.78 -3.19 -4.92
H -0.07 -2.71 -5.14
H -0.91 -2.08 -2.93
H 0.02 -3.08 -1.80
H -2.27 -2.88 -1.00
H -1.95 -4.56 -1.44
H -4.04 -5.34 -2.44
H -2.71 -5.29 -3.63
H -4.29 -4.57 -4.02
C -1.37 5.49 -1.74
O -1.81 4.23 -1.23
C -1.22 3.91 0.02
C -2.18 4.15 1.17
O -2.45 5.53 1.34
C -3.71 5.91 0.81
H -2.01 5.75 -2.58
H -1.45 6.27 -0.99
H -0.34 5.41 -2.09
H -0.29 4.47 0.17
H -0.97 2.85 -0.01
H -1.72 3.80 2.09
H -3.11 3.58 1.02
H -4.52 5.54 1.45
H -3.86 5.55 -0.21
H -3.75 7.00 0.80
```

Atomic partial charges in e from the Löwdin method, atoms 1 to 6: C -0.0894; C -0.1261; B -0.4221; O 0.2116; N 0.0569; N 0.1693


No. 5
Computed, not measured: one molecule with the formula C19H14ClN3O at a distorted geometry, with wB97M-V/def2-TZVPD.

Computed properties:
Structure (SMILES): Cc1ccc(C2=NNC(c3ccc(Cl)cc3)=Nc3ccccc32)o1
2S+1: 1
Total charge: 0
Gap between HOMO and LUMO: 7.59 eV
ΔE to the lowest compared entry with this formula, charge and spin: 0.00 kcal per mole
Maximum force: 1.2 eV/A

The geometry in XYZ format:
```
38
C19H14ClN3O wB97M-V/def2-TZVPD
C -1.49 -4.04 4.71
C -1.60 -3.74 3.26
C -1.84 -4.56 2.19
C -1.85 -3.72 1.05
C -1.62 -2.45 1.51
C -1.43 -1.20 0.79
N -0.73 -0.32 1.42
N -0.37 0.88 0.87
C 0.18 0.96 -0.41
C 1.41 1.77 -0.55
C 2.34 1.88 0.47
C 3.49 2.64 0.30
C 3.69 3.29 -0.91
Cl 5.11 4.25 -1.12
C 2.78 3.18 -1.94
C 1.64 2.42 -1.76
N -0.30 0.44 -1.46
C -1.49 -0.27 -1.55
C -2.13 -0.18 -2.79
C -3.34 -0.81 -3.01
C -3.91 -1.57 -2.01
C -3.27 -1.70 -0.79
C -2.05 -1.07 -0.54
O -1.46 -2.47 2.85
H -2.25 -3.51 5.27
H -0.52 -3.72 5.09
H -1.60 -5.11 4.88
H -1.99 -5.62 2.20
H -1.99 -4.02 0.03
H 0.12 1.43 1.58
H 2.21 1.35 1.40
H 4.21 2.72 1.09
H 2.96 3.69 -2.88
H 0.92 2.31 -2.55
H -1.67 0.42 -3.56
H -3.82 -0.72 -3.97
H -4.86 -2.06 -2.17
H -3.73 -2.28 0.00
```

Atomic partial charges in e from the Löwdin method, atoms 1 to 6: C -0.0069; C -0.3177; C -0.0174; C -0.0115; C -0.2272; C -0.1584


No. 6
Computed, not measured: a 2-piece molecular cluster, C3H5N3OS overall at a distorted geometry, with wB97M-V/def2-TZVPD.

Computed properties:
2S+1: 1
Total charge: 0
Gap between HOMO and LUMO: 7.41 eV
ΔE to the lowest compared entry with this formula, charge and spin: 160.10 kcal per mole
Maximum force: 8.8 eV/A

The geometry in XYZ format:
```
13
C3H5N3OS wB97M-V/def2-TZVPD
C -0.22 0.09 -1.57
C 0.32 -1.09 -1.13
C 0.79 -0.86 0.23
H -1.38 -0.83 -3.44
H -0.89 1.25 -3.04
H 0.33 -2.17 -1.67
H 2.34 -2.24 0.73
H -1.47 -0.11 1.84
N -0.99 0.28 -2.58
N 1.68 -1.55 1.03
N 0.43 0.49 0.61
O -0.38 0.99 -0.60
S -0.57 0.80 1.98
```

Atomic partial charges in e from the Löwdin method, atoms 1 to 6: C -0.5851; C -0.0179; C -0.4439; H 0.3270; H 0.1398; H 0.1552


No. 7
Computed, not measured: C13H27AgF6O7 as an isolated structure at a distorted geometry, with wB97M-V/def2-TZVPD.

Computed properties:
2S+1: 2
Total charge: -1
Gap between HOMO and LUMO (spin up / spin down): 6.57 / 5.51 eV
ΔE to the lowest compared entry with this formula, charge and spin: 82.12 kcal per mole
Maximum force: 4.9 eV/A

The geometry in XYZ format:
```
54
C13H27AgF6O7 wB97M-V/def2-TZVPD
Ag 0.04 0.66 -0.64
C -1.03 -2.67 0.59
O -0.26 -2.51 1.82
O -0.72 -1.57 -0.24
C -0.90 -4.17 -0.05
F 0.30 -4.37 -0.60
F -0.92 -5.09 0.92
F -1.81 -4.37 -0.95
C -0.91 -2.67 3.12
C 0.17 -2.48 4.15
H 0.86 -3.30 3.98
H 0.68 -1.53 3.97
H -0.07 -2.52 5.22
H -1.37 -3.65 3.09
H -1.68 -1.92 3.34
H -2.02 -2.41 0.96
C -1.77 2.01 1.29
O -0.49 1.31 1.38
O -1.95 1.99 -0.08
C -2.97 1.52 2.21
F -4.13 2.23 2.13
F -3.20 0.25 1.91
F -2.68 1.47 3.49
C 0.06 1.09 2.73
C 1.43 0.51 2.45
H 2.00 0.28 3.36
H 1.49 -0.34 1.78
H 2.11 1.22 1.96
H -0.56 0.51 3.42
H 0.28 1.94 3.37
H -1.54 3.02 1.61
C -0.84 -0.51 -4.60
C -0.45 0.84 -3.94
C -0.87 2.09 -4.81
O -1.00 0.86 -2.66
H -0.38 -0.56 -5.59
H -1.92 -0.50 -4.74
H -0.48 -1.39 -4.07
H 0.63 0.94 -3.87
H -0.39 2.98 -4.42
H -1.95 2.24 -4.87
H -0.66 2.06 -5.88
C 3.59 -0.08 -0.42
O 2.16 -0.34 -0.61
H 3.84 0.96 -0.62
H 3.83 -0.28 0.62
H 4.21 -0.89 -0.80
H 2.13 -0.97 -1.34
C 1.79 2.98 -1.87
O 1.23 2.57 -0.66
H 1.26 3.88 -2.17
H 2.85 3.14 -1.64
H 1.68 2.22 -2.64
H 1.28 3.33 -0.08
```

Atomic partial charges in e from the Löwdin method, atoms 1 to 6: Ag 0.9346; C -0.3801; O -0.1386; O -0.2783; C -0.6018; F 0.1205


No. 8
Computed, not measured: one molecule with the formula C5H6N2O3 at a distorted geometry, with wB97M-V/def2-TZVPD.

Computed properties:
2S+1: 1
Total charge: 0
Gap between HOMO and LUMO: 7.82 eV
ΔE to the lowest compared entry with this formula, charge and spin: 142.76 kcal per mole
Maximum force: 5.1 eV/A

The geometry in XYZ format:
```
16
C5H6N2O3 wB97M-V/def2-TZVPD
C -1.49 -0.95 -0.18
C -2.97 0.52 -0.87
C -0.32 -0.29 -0.16
C -0.84 1.96 0.29
C 0.97 -1.01 -0.63
N -0.16 0.87 0.38
N -2.78 -0.22 0.09
O -2.81 1.11 -1.88
O -3.38 -0.50 1.14
O -0.94 2.82 1.29
H -1.44 -2.09 -0.29
H -1.17 2.52 -0.63
H 0.67 -1.83 -1.28
H 1.56 -1.52 0.00
H 1.53 -0.26 -1.07
H -0.49 2.55 2.11
```

Atomic partial charges in e from the Löwdin method, atoms 1 to 6: C 0.0309; C -0.1557; C -0.3604; C -0.2123; C 0.0079; N 0.1406


No. 9
Computed, not measured: one molecule with the formula C3H7BrN2O at a distorted geometry, with wB97M-V/def2-TZVPD.

Computed properties:
Structure (SMILES): CCN(Br)C(N)=O
2S+1: 1
Total charge: 0
Gap between HOMO and LUMO: 9.64 eV
ΔE to the lowest compared entry with this formula, charge and spin: 2.83 kcal per mole
Maximum force: 5.2 eV/A

The geometry in XYZ format:
```
14
C3H7BrN2O wB97M-V/def2-TZVPD
C -0.87 -1.59 -0.38
C -0.34 -0.64 0.70
N 0.70 0.30 0.06
Br 2.45 -0.28 0.08
C 0.41 1.72 0.15
N 1.31 2.54 -0.47
O -0.66 2.05 0.53
H -0.17 -2.45 -0.72
H -1.88 -1.97 -0.02
H -0.87 -0.91 -1.19
H -0.98 0.04 1.04
H 0.06 -1.16 1.53
H 2.35 2.32 -0.41
H 0.94 3.44 -0.49
```

Atomic partial charges in e from the Löwdin method, atoms 1 to 6: C -0.0814; C -0.2581; N -0.4919; Br 0.7563; C -0.6674; N 0.1335


No. 10
Computed, not measured: one molecule with the formula CH4IN4P at a distorted geometry, with wB97M-V/def2-TZVPD.

Computed properties:
Structure (SMILES): P[C@@H]1N=NNN1I
2S+1: 1
Total charge: 0
Gap between HOMO and LUMO (spin up / spin down): 7.22 / 7.22 eV
ΔE to the lowest compared entry with this formula, charge and spin: 48.43 kcal per mole
Maximum force: 4.0 eV/A

The geometry in XYZ format:
```
11
CH4IN4P wB97M-V/def2-TZVPD
P -1.22 0.78 -0.60
C 0.32 -0.23 -1.00
N -0.02 -1.53 -1.26
N 0.11 -2.21 -0.20
N 0.70 -1.42 0.69
N 1.04 -0.19 0.27
I 3.29 0.09 -0.15
H -0.22 1.53 0.17
H -1.57 0.01 0.65
H 0.84 0.45 -1.79
H 0.86 -1.72 1.60
```

Atomic partial charges in e from the Löwdin method, atoms 1 to 6: P 0.8365; C -0.8030; N -0.0198; N 0.0391; N -0.1220; N -0.4299


No. 11
Computed, not measured: a 2-piece molecular cluster, C6H14NO overall at a distorted geometry, with wB97M-V/def2-TZVPD.

Computed properties:
2S+1: 1
Total charge: +1
Gap between HOMO and LUMO: 8.52 eV
ΔE to the lowest compared entry with this formula, charge and spin: 78.30 kcal per mole
Maximum force: 3.8 eV/A

The geometry in XYZ format:
```
22
C6H14NO wB97M-V/def2-TZVPD
C -1.75 -1.00 0.74
C -2.87 -0.09 0.57
C -1.68 0.10 -0.30
C 2.25 1.13 0.54
C 1.41 -1.05 -0.54
C -0.95 1.34 0.09
N 1.25 0.02 0.52
O -0.30 2.20 -0.63
H -1.01 -0.82 1.46
H -1.80 -1.93 0.28
H -3.79 -0.45 -0.04
H -3.00 0.77 1.30
H -1.79 -0.14 -1.40
H 1.88 1.99 1.23
H 3.33 0.91 0.79
H 2.22 1.71 -0.42
H 2.50 -1.30 -0.81
H 0.70 -1.83 -0.28
H 1.17 -0.70 -1.60
H -0.94 1.57 1.19
H 1.14 -0.47 1.41
H -0.21 1.96 -1.61
```

Atomic partial charges in e from the Löwdin method, atoms 1 to 6: C -0.0704; C -0.0885; C -0.2550; C -0.1215; C -0.0946; C -0.0275


No. 12
Computed, not measured: CH2FMg as an isolated structure at a distorted geometry, with wB97M-V/def2-TZVPD.

Computed properties:
2S+1: 1
Total charge: +1
Gap between HOMO and LUMO (spin up / spin down): 6.50 / 7.33 eV
ΔE to the lowest compared entry with this formula, charge and spin: 31.99 kcal per mole
Maximum force: 3.4 eV/A

The geometry in XYZ format:
```
5
CH2FMg wB97M-V/def2-TZVPD
H 0.06 -1.22 -0.97
Mg -0.27 -1.49 1.12
C 0.02 0.45 -0.24
F 0.92 1.02 0.57
H -0.73 1.24 -0.47
```

Now the Löwdin charges, all in e: H 0.1550; Mg 0.9838; C -0.1435; F -0.0724; H 0.0771


No. 13
Computed, not measured: C4H6BaFO4 as an isolated structure at a distorted geometry, with wB97M-V/def2-TZVPD.

Computed properties:
2S+1: 1
Total charge: +1
Gap between HOMO and LUMO: 8.60 eV
ΔE to the lowest compared entry with this formula, charge and spin: 43.68 kcal per mole
Maximum force: 5.4 eV/A

The geometry in XYZ format:
```
16
C4H6BaFO4 wB97M-V/def2-TZVPD
C 1.30 1.32 0.90
O 0.38 0.70 -0.02
H 2.20 0.70 0.97
H 1.54 2.33 0.56
H 0.79 1.38 1.87
C 1.19 -0.28 -1.20
O -2.11 -0.40 0.37
C -1.06 -1.01 0.70
C -0.39 -1.88 -0.35
O 0.05 -0.91 -1.36
O 2.30 -0.61 -1.26
F -2.78 3.47 -1.29
H -0.86 -1.28 1.75
H 0.51 -2.34 0.07
H -1.02 -2.66 -0.79
Ba -2.02 1.47 -0.93
```

Atomic partial charges in e from the Löwdin method, atoms 1 to 6: C -0.0649; O -0.3875; H 0.0994; H 0.1019; H 0.1019; C -0.3210